Arrangement i

ORCA calculation (ωB97M-V/def2-TZVPD) on 2 unconnected molecules or ions with the total composition C9H18O3.

Geometry as XYZ:
```
30
Properties=species:S:1:pos:R:3:nbo_charge:R:1
H -3.496 -2.491 -1.060 0.173
C -1.516 1.264 1.039 -0.642
H -2.370 -3.269 0.146 0.191
C -3.094 -2.461 -0.019 -0.242
C -2.494 1.089 -0.081 -0.071
O 3.553 1.809 -0.316 -0.709
C 1.825 -1.256 0.625 -0.106
H -2.303 2.978 -1.136 0.209
H -0.634 1.871 0.698 0.212
H 4.731 -1.599 -0.258 0.214
H -1.986 1.790 1.884 0.210
H -3.898 -2.573 0.732 0.176
C 2.931 -0.480 0.060 0.161
H 3.438 -1.974 -1.401 0.225
C -3.082 2.341 -0.701 -0.621
H 2.482 1.164 1.381 0.171
C 3.907 -1.168 -0.843 -0.630
O -2.381 -1.242 0.188 -0.535
H 1.732 -2.337 0.427 0.191
O 1.610 -0.403 -0.517 -0.516
C -2.844 -0.128 -0.485 0.119
H 2.757 1.812 -0.863 0.471
H -3.573 2.950 0.063 0.209
H 4.331 -0.456 -1.574 0.230
H 4.212 0.733 1.275 0.184
H -3.847 2.104 -1.458 0.212
H -3.472 -0.327 -1.355 0.168
H 1.303 -0.859 1.502 0.189
H -1.123 0.281 1.368 0.232
C 3.300 0.837 0.684 -0.075
```

* lowest unoccupied orbital energy: 0.03132 Ha
* gap between HOMO and LUMO: 8.98 eV
* SMILES: C[C@]1(CO)CO1.COC=C(C)C

---

Arrangement ii

ORCA calculation (ωB97M-V/def2-TZVPD) on 3 unconnected molecules or ions with the total composition C9H18O3.

Geometry as XYZ:
```
30
Properties=species:S:1:pos:R:3:nbo_charge:R:1
H -1.894 -0.919 2.472 0.251
H -3.912 1.116 2.448 0.235
H -0.531 0.423 -1.514 0.252
H 3.902 -3.743 -0.979 0.233
H 2.570 -0.971 -0.600 0.231
H -0.813 0.622 1.978 0.257
H 1.491 -2.477 -1.046 0.237
H -1.536 3.714 -0.291 0.219
H -3.341 2.168 1.106 0.232
H 4.931 -2.566 0.032 0.229
C -0.153 2.266 -0.818 0.589
C 2.860 -2.929 0.511 0.595
C -3.699 1.106 1.350 -0.720
H -0.358 1.741 -2.721 0.208
H 4.843 -4.125 0.605 0.240
H -0.797 -0.848 0.965 0.228
C 2.083 -1.852 -0.301 -0.734
C -1.513 -0.210 1.709 -0.747
C -2.676 0.116 0.797 0.588
H -0.779 4.148 -1.493 0.240
O 0.620 2.297 0.093 -0.553
H -4.569 1.142 0.861 0.226
H -1.997 2.951 -1.592 0.209
H 1.179 1.008 -2.059 0.242
C 0.115 1.203 -1.834 -0.711
H 1.380 -1.320 0.131 0.233
O -2.818 -0.514 -0.241 -0.549
C 4.242 -3.397 0.000 -0.720
C -1.120 3.344 -1.028 -0.696
O 2.302 -3.492 1.445 -0.543
```

* lowest unoccupied orbital energy: 0.02638 Ha
* gap between HOMO and LUMO: 10.15 eV
* SMILES: CC(C)=O.CC(C)=O.CC(C)=O

---

Quick look at relative energies in eV: arrangement i 0.000; arrangement ii 1.299.

---

Arrangement i

ORCA calculation (ωB97M-V/def2-TZVPD) on 2 unconnected molecules or ions with the total composition C5H12N5.

Geometry as XYZ:
```
22
Properties=species:S:1:pos:R:3:nbo_charge:R:1
H -3.171 -1.718 -0.123 0.244
C -2.847 -0.629 0.018 -0.438
H 0.187 0.409 -0.707 0.252
N -1.457 -0.596 -0.391 -0.248
H -2.925 -0.287 1.099 0.242
H -2.168 1.359 1.095 0.251
H -1.763 2.435 -0.163 0.290
C -1.355 1.661 0.433 -0.715
H -0.534 2.129 0.842 0.274
N 4.342 1.115 0.180 -0.239
C 3.132 1.465 0.048 0.112
H 0.143 -1.647 -1.138 0.231
N 3.154 -0.593 0.493 -0.164
H -1.414 -2.361 -1.409 0.235
H 2.690 2.416 -0.184 0.217
H 2.876 -1.557 0.723 0.427
N 4.440 -0.158 0.412 -0.012
C -0.812 0.528 -0.277 0.312
C -0.792 -1.795 -0.733 -0.420
H -0.615 -2.459 0.173 0.237
H -3.382 -0.088 -0.706 0.239
N 2.273 0.370 0.314 -0.327
```

* lowest unoccupied orbital energy: -0.15718 Ha
* charge: +1
* gap between HOMO and LUMO: 9.60 eV

---

Arrangement ii

ORCA calculation (ωB97M-V/def2-TZVPD) on a gas-phase ion, C5H12N5 (charge +1).

Geometry as XYZ:
```
22
Properties=species:S:1:pos:R:3:nbo_charge:R:1
H -1.137 0.024 1.818 0.273
N 0.215 1.192 -0.863 -0.340
H -0.829 1.486 -2.726 0.242
N 1.178 -2.254 1.419 -0.270
C 0.216 1.208 -2.366 -0.420
C -0.510 0.006 -0.399 -0.250
C -0.378 2.471 -0.479 -0.413
H 1.813 -4.104 2.140 0.235
H 0.903 1.881 -2.732 0.237
N -0.008 -1.627 1.520 -0.049
C -0.275 -0.235 1.085 -0.247
H 0.183 3.306 -0.680 0.244
H -1.613 0.217 -0.554 0.248
H 0.548 0.185 -2.811 0.251
N -0.898 -2.481 2.059 -0.014
H -0.434 2.543 0.525 0.230
C 0.996 -3.418 1.927 0.118
H -0.189 -0.876 -0.988 0.262
H -1.247 2.539 -1.107 0.230
H 1.190 1.125 -0.477 0.447
N -0.270 -3.540 2.328 -0.225
H 0.546 0.353 1.361 0.213
```

* lowest unoccupied orbital energy: -0.12082 Ha
* charge: +1
* gap between HOMO and LUMO: 10.34 eV
* SMILES: C[NH+](C)CCn1ncnn1

---

Quick look at relative energies in eV: arrangement i 0.000; arrangement ii 0.117.

---

Arrangement i

ORCA calculation (ωB97M-V/def2-TZVPD) on a molecular structure, C27H27CrN14O3S2.

Geometry as XYZ:
```
74
Properties=species:S:1:pos:R:3:mulliken_spin:R:1
C -2.840 2.797 -3.833 0.002
C -0.231 -0.363 5.278 0.004
O -6.080 2.197 -4.929 0.000
C -0.439 1.023 4.654 -0.004
N -0.095 -2.130 0.230 0.006
H -2.603 0.980 4.842 -0.001
C 2.292 0.889 -2.002 0.021
N 3.192 3.551 0.292 -0.002
H -5.524 3.568 -1.946 0.000
H 0.628 2.911 4.551 -0.001
C 0.009 -5.830 -1.189 0.000
Cr -0.153 0.847 -0.024 3.254
H 1.397 -7.215 -2.028 0.000
C 3.961 -2.582 0.267 0.002
H 0.713 2.111 6.142 0.000
C -0.456 -4.509 -1.148 0.002
H 2.486 -5.519 -3.486 0.000
C 2.551 2.525 -0.239 0.012
N 1.269 3.311 1.269 0.005
C -1.900 2.581 -2.834 0.011
H 3.957 2.006 -1.624 -0.001
N 2.342 4.015 1.232 0.008
N 3.054 1.760 -1.261 0.011
N 1.013 0.598 -1.752 -0.066
N -2.176 -3.000 -0.307 0.049
C 1.958 -1.333 0.617 -0.006
H -0.218 -0.290 6.370 0.000
H 1.648 -3.175 -3.436 0.000
S -5.363 3.458 -4.806 0.000
H -1.033 -1.041 4.982 -0.001
N 1.725 -0.567 -3.413 0.013
O -6.173 4.547 -4.271 0.000
O -4.572 3.814 -5.976 0.000
C -4.142 3.157 -3.516 -0.002
H -1.764 1.686 6.241 0.000
H -1.921 2.605 4.730 -0.001
N -1.277 2.605 -0.459 -0.052
C 0.715 1.951 5.059 0.007
S -2.119 -0.356 -0.372 -0.070
N 0.698 -0.354 -2.676 0.007
C -3.573 3.081 -1.180 -0.008
C -2.267 2.747 -1.508 -0.025
H 5.703 -1.835 1.270 0.000
C 2.608 -2.408 0.024 -0.012
C 0.144 -3.565 -1.986 -0.002
H 0.715 -0.794 4.946 -0.001
C 1.051 -6.188 -2.025 0.000
N 1.365 2.323 0.338 -0.044
C 1.193 -3.937 -2.813 0.001
C 2.625 -0.435 1.437 0.018
C 3.976 -0.631 1.680 0.002
H -2.140 -4.959 -0.128 0.000
N -1.483 -4.207 -0.253 0.006
H -0.446 -6.570 -0.539 0.000
H -2.567 2.700 -4.876 0.000
H 1.673 1.514 4.773 -0.001
H -0.887 2.281 -3.079 0.001
H 2.061 -3.067 -0.637 0.000
H 4.507 0.064 2.317 0.000
N 0.568 -1.101 0.342 -0.054
H 2.082 0.385 1.888 -0.017
C -0.468 0.911 3.188 0.059
C 1.661 -5.243 -2.842 0.001
C -4.508 3.282 -2.184 0.001
H -0.189 -2.536 -2.007 0.002
H -0.551 3.310 -0.555 0.013
N 2.765 0.202 -3.025 -0.002
C 4.642 -1.699 1.094 -0.003
C -1.767 1.610 5.149 0.007
H -1.707 2.781 0.447 0.010
H 4.486 -3.401 -0.208 0.000
C -1.481 -1.941 -0.113 0.007
C -0.467 0.899 1.974 -0.170
H -3.853 3.197 -0.138 0.000
```

* lowest unoccupied orbital energy (alpha / beta): 0.11882 / 0.11497 Ha
* charge: -2
* 2S+1: 4
* gap between HOMO and LUMO (alpha / beta): 6.56 / 6.56 eV
* expectation value of S²: 3.795

---

Arrangement ii

ORCA calculation (ωB97M-V/def2-TZVPD) on a molecular structure, C27H27CrN14O3S2.

Geometry as XYZ:
```
74
Properties=species:S:1:pos:R:3:mulliken_spin:R:1
H -0.015 -1.867 -1.507 0.006
C 0.565 -0.218 2.220 -0.142
C -1.365 2.407 1.366 0.011
H 1.929 3.952 -3.973 0.000
C 3.007 3.733 -2.155 -0.001
H 2.384 6.395 -4.175 0.000
H 1.252 1.322 5.488 -0.001
H 4.579 6.228 -0.495 0.000
H 1.387 -2.554 1.684 -0.008
N -1.524 -0.643 0.286 -0.010
H 3.745 7.511 -2.416 0.000
H 1.601 -1.722 -1.397 0.007
H -1.126 -0.471 6.383 0.000
H 1.351 0.051 6.723 0.000
N -1.247 1.680 -3.275 -0.002
C -2.486 3.216 1.474 0.001
H 5.125 4.035 0.266 0.001
H -1.311 1.447 1.862 -0.013
C -2.557 -0.253 -0.469 0.010
N -3.367 -1.333 1.144 0.008
C -0.279 2.867 0.632 -0.006
H 2.786 2.676 -2.124 0.002
C -0.289 4.103 -0.001 -0.006
N 0.858 1.995 0.491 -0.050
C 1.237 -3.417 1.045 0.006
C 0.773 -5.629 -0.575 0.000
C 1.434 0.259 5.652 0.010
N 4.223 2.305 0.063 0.029
C 3.744 4.360 -1.149 0.001
C -1.002 -0.250 5.318 0.007
C 3.533 6.450 -2.352 0.000
C 0.863 -3.247 -0.278 -0.003
C 0.426 -0.591 4.868 -0.004
H 1.686 -4.853 2.576 0.000
Cr 0.512 -0.103 0.191 3.219
C 2.774 5.829 -3.339 0.000
H 1.711 -2.343 4.814 -0.001
H 0.314 -4.203 -2.117 0.000
O 0.889 -8.356 0.380 0.000
H 0.001 -2.699 4.562 0.000
N 0.756 1.383 -2.500 0.008
C 0.620 -4.348 -1.085 0.005
H 0.563 4.411 -0.592 0.000
H -3.401 5.071 0.912 0.000
N -2.098 -1.334 1.311 0.009
H -1.460 5.849 -0.398 0.000
N 0.759 -1.905 -0.851 -0.081
C 1.178 -5.812 0.737 0.000
C 2.524 4.469 -3.229 0.000
C 0.699 -2.080 5.126 0.003
H 2.452 0.036 5.330 0.000
C 0.547 -0.336 3.427 0.050
C -1.303 0.935 -2.183 0.011
H -3.330 0.745 -2.071 -0.001
C 1.397 -4.703 1.543 0.000
C -2.516 4.452 0.842 -0.001
N 4.210 3.708 0.001 0.002
S 2.905 0.014 0.209 -0.059
C -1.423 4.892 0.107 0.001
H -3.338 2.868 2.042 0.000
H -1.725 -0.831 4.746 0.000
N -3.711 -0.654 0.025 -0.001
N -0.092 0.718 -1.670 -0.045
N 1.942 2.576 0.477 0.004
H 0.591 -2.305 6.191 0.000
N -2.468 0.470 -1.636 0.009
O 2.907 -7.553 1.507 0.000
O 0.757 -7.479 2.664 0.000
H 0.584 -6.501 -1.188 0.000
H -1.212 0.809 5.155 -0.002
S 1.456 -7.469 1.388 0.000
N 0.067 1.940 -3.429 0.009
C 4.012 5.730 -1.274 0.000
C 3.095 1.725 0.238 0.010
```

* lowest unoccupied orbital energy (alpha / beta): 0.11756 / 0.11460 Ha
* charge: -2
* 2S+1: 4
* gap between HOMO and LUMO (alpha / beta): 6.80 / 6.75 eV
* expectation value of S²: 3.794

---

Quick look at relative energies in eV: arrangement i 0.000; arrangement ii 0.080.